[1]
Entry from the Open Molecules 2025 dataset: a molecular structure, C39H57IrN7O2 (ωB97M-V/def2-TZVPD).

Element x y z (Å)
Ir  -0.094797  0.619549  0.615887
C  1.015934  -0.469596  2.153335
C  -0.369358  -0.706825  2.400569
C  -0.972418  0.620583  2.628777
C  0.109393  1.555677  2.550459
C  1.350130  0.914780  2.268562
C  2.735088  1.481085  2.525066
C  2.805585  1.676532  4.052693
C  3.827838  0.486344  2.126957
C  2.963764  2.836780  1.859273
C  -2.355734  1.089504  3.090808
C  -2.525021  0.651013  4.555060
C  -2.423803  2.623949  3.065791
C  -3.523453  0.600558  2.228029
C  -0.802333  -2.158411  2.665825
C  -0.124594  -3.126232  1.685008
C  -0.271281  -2.460158  4.083130
C  -2.298977  -2.473320  2.653589
H  1.731206  -1.249787  1.958952
H  -0.006093  2.622723  2.655983
H  2.602752  0.742995  4.580536
H  2.087263  2.425683  4.390664
H  3.802972  2.013989  4.335659
H  3.778362  -0.419092  2.734147
H  4.807605  0.933298  2.294013
H  3.778560  0.191258  1.077607
H  2.195778  3.557815  2.150790
H  3.000762  2.765116  0.771208
H  3.919017  3.245865  2.188487
H  -1.697324  1.015205  5.166927
H  -2.576858  -0.429016  4.668006
H  -3.447923  1.070772  4.956403
H  -1.757361  3.083400  3.796984
H  -3.437699  2.933464  3.317700
H  -2.196024  3.025459  2.073316
H  -3.516641  -0.466362  2.041064
H  -3.536414  1.122524  1.269554
H  -4.459660  0.840201  2.733573
H  0.962721  -3.110013  1.743121
H  -0.411734  -2.935897  0.648481
H  -0.434356  -4.143049  1.925248
H  0.815321  -2.371483  4.128246
H  -0.538947  -3.478944  4.363869
H  -0.698899  -1.783387  4.823224
H  -2.760662  -2.329852  1.677891
H  -2.858243  -1.903105  3.388362
H  -2.420830  -3.526202  2.908976
O  -6.352637  1.652971  -2.526103
N  -5.517285  2.416567  -2.962127
O  -5.662842  3.211779  -3.854979
C  -4.188799  2.390228  -2.297888
C  -3.525296  3.559871  -2.239784
C  -2.264538  3.643860  -1.565756
C  -1.522817  4.832575  -1.451537
C  -0.325710  4.804007  -0.781195
C  0.126663  3.600866  -0.232985
N  -0.553428  2.466494  -0.331787
C  -1.742203  2.489113  -0.985813
C  -2.446307  1.248954  -1.080297
N  -1.835065  0.178770  -0.508445
C  -2.414475  -1.003379  -0.607702
C  -3.637716  -1.183837  -1.255701
C  -4.281683  -0.110204  -1.813176
C  -3.678714  1.164651  -1.734879
H  -3.952862  4.438637  -2.704546
H  -1.897967  5.749393  -1.888258
H  0.278786  5.692340  -0.666925
H  1.067318  3.554926  0.295209
H  -1.888839  -1.836618  -0.168107
H  -4.058209  -2.177699  -1.314253
H  -5.233342  -0.234114  -2.305137
C  2.237402  1.021936  -1.335851
N  1.056675  0.088787  -1.181057
C  1.626658  -1.309689  -1.086978
N  2.456645  -1.638627  -2.213335
C  3.568265  -0.686588  -2.286789
N  3.073053  0.683635  -2.454716
C  2.277873  0.753340  -3.681914
N  1.150894  -0.178427  -3.620909
C  0.311126  0.146781  -2.499717
C  1.671118  -1.538617  -3.446125
H  2.810177  0.969151  -0.414223
H  1.845828  2.031349  -1.465975
H  0.785780  -2.001907  -1.021700
H  2.213026  -1.364941  -0.170674
H  4.205271  -0.943490  -3.131720
H  4.161356  -0.747925  -1.372505
H  2.906093  0.501580  -4.534943
H  1.902885  1.770375  -3.813222
H  -0.508797  -0.568378  -2.458228
H  -0.081669  1.158846  -2.615314
H  2.303798  -1.790893  -4.295806
H  0.836102  -2.239696  -3.407612
C  -2.506364  -4.578487  -5.073710
C  -1.529094  -4.362039  -3.921618
C  -1.606537  -5.493955  -2.890404
C  -1.727790  -3.040606  -3.272130
H  -2.308836  -5.525206  -5.575097
H  -2.428985  -3.782573  -5.815353
H  -3.533934  -4.603929  -4.704949
H  -0.508576  -4.383727  -4.338640
H  -2.608365  -5.552643  -2.460336
H  -0.891241  -5.344421  -2.078494
H  -1.385196  -6.452865  -3.358359
H  -1.265184  -2.836648  -2.313208
H  -2.304604  -2.253641  -3.742031

Atomic forces in eV per Å
Ir 0.012 0.376 0.077
C -0.116 -0.079 -0.028
C 0.047 -0.046 -0.048
C 0.020 0.096 -0.037
C 0.001 -0.084 -0.014
C 0.064 -0.070 0.017
C 0.018 -0.016 0.052
C -0.001 0.000 0.003
C -0.004 0.002 -0.006
C 0.002 -0.009 -0.002
C 0.002 -0.015 0.009
C 0.001 -0.003 -0.001
C 0.005 0.010 0.009
C -0.017 -0.003 0.010
C -0.042 0.010 -0.029
C 0.002 -0.003 -0.015
C 0.009 0.024 0.007
C 0.016 -0.007 0.004
H 0.013 -0.011 0.012
H -0.004 -0.006 0.007
H 0.000 -0.001 -0.001
H 0.000 0.000 0.001
H 0.001 0.000 -0.001
H 0.003 0.002 0.004
H 0.000 0.000 0.000
H 0.011 0.006 -0.003
H 0.002 0.003 0.000
H 0.000 -0.005 -0.008
H 0.002 0.000 -0.005
H -0.001 0.003 0.000
H 0.001 -0.016 0.003
H 0.001 0.003 -0.002
H -0.005 0.001 -0.002
H 0.000 -0.002 0.004
H -0.005 -0.002 0.000
H 0.002 0.010 -0.002
H 0.001 0.002 0.010
H 0.002 -0.004 0.006
H 0.015 0.004 0.006
H 0.007 0.003 0.013
H 0.000 0.001 0.002
H 0.000 0.000 -0.003
H -0.003 -0.002 -0.004
H -0.008 0.006 0.012
H 0.003 0.002 -0.003
H -0.010 0.010 0.008
H 0.003 0.001 0.002
O -0.044 0.003 -0.031
N 0.151 -0.048 0.111
O -0.044 0.021 -0.035
C -0.044 0.030 -0.051
C -0.001 -0.008 0.001
C -0.005 0.014 -0.003
C 0.012 -0.009 0.007
C -0.016 -0.011 -0.008
C 0.029 0.000 -0.004
N -0.067 -0.008 -0.047
C -0.012 -0.045 0.009
C 0.028 0.011 0.007
N -0.064 -0.085 0.025
C -0.013 0.013 -0.018
C -0.024 -0.003 -0.008
C 0.021 0.021 0.012
C 0.000 -0.032 0.002
H -0.002 -0.001 0.007
H 0.001 0.001 0.003
H -0.002 0.002 -0.002
H -0.009 0.002 0.002
H -0.013 -0.005 0.015
H -0.001 0.004 -0.004
H -0.006 -0.002 -0.004
C 0.016 0.002 0.018
N 0.048 0.004 -0.047
C -0.006 -0.010 -0.009
N -0.001 0.011 -0.004
C 0.005 -0.005 -0.002
N -0.015 -0.004 0.016
C -0.012 -0.001 -0.008
N 0.008 0.006 0.004
C -0.022 -0.022 -0.020
C -0.005 -0.002 -0.011
H -0.008 0.009 0.000
H -0.003 -0.002 0.000
H -0.001 0.002 -0.002
H 0.012 0.004 0.003
H 0.001 0.001 0.003
H 0.001 -0.002 0.000
H 0.001 0.001 0.002
H 0.001 0.001 -0.001
H 0.008 0.007 -0.003
H 0.016 -0.006 -0.002
H 0.000 -0.003 0.001
H 0.003 -0.001 0.001
C -0.008 -0.006 0.003
C 0.035 0.008 0.046
C 0.001 -0.007 -0.036
C -0.059 -0.025 -0.033
H 0.000 -0.001 -0.002
H -0.001 0.001 0.000
H -0.001 0.002 -0.001
H -0.002 0.004 -0.016
H -0.001 -0.002 0.002
H 0.002 0.003 0.003
H -0.001 -0.005 0.009
H 0.019 -0.033 0.052
H 0.043 0.020 -0.018

Relative energy (zero: lowest compared OMol25 entry of this formula, charge and spin), kJ/mol: 27.3
2S+1: 2
Kohn-Sham gap (alpha / beta), Eh: 0.22746 / 0.27932
Total charge: +2

[2]
Entry from the Open Molecules 2025 dataset: 10 unconnected molecules or ions with the total composition C39H57N3O13 in a non-equilibrium geometry (ωB97M-V/def2-TZVPD).

Element x y z (Å)
C  -0.642927  -5.686548  -6.781280
C  -1.613776  -5.512514  -5.832652
C  -1.500866  -4.598659  -4.859476
C  -0.326166  -3.819362  -4.782739
C  0.642266  -3.959665  -5.729293
C  0.510378  -4.970406  -6.684886
N  -0.172311  -2.810017  -3.704048
O  0.743151  -1.976887  -3.849959
O  -0.978152  -2.727853  -2.817496
H  -0.757003  -6.500401  -7.482017
H  -2.432080  -6.203858  -5.969815
H  -2.260111  -4.485614  -4.099771
H  1.482880  -3.282889  -5.687698
H  1.317032  -5.141854  -7.382243
C  3.299459  1.632283  -3.015803
C  2.095949  2.144224  -3.407131
C  1.629545  1.780474  -4.665380
C  2.326781  0.861507  -5.430367
C  3.566996  0.360466  -5.025233
C  4.133030  0.832726  -3.843856
N  1.637324  0.306768  -6.635085
O  2.087425  -0.782751  -7.108464
O  0.727264  0.855506  -7.199043
H  3.756215  1.939080  -2.086477
H  1.485389  2.822239  -2.829267
H  0.657341  2.116685  -4.994291
H  4.088615  -0.381683  -5.611355
H  5.083558  0.483270  -3.468651
C  -2.920923  0.557021  7.762967
C  -1.634725  0.709404  7.185282
C  -1.465066  1.390395  5.979314
C  -2.538723  2.132944  5.528180
C  -3.714187  2.180404  6.212527
C  -3.917658  1.455295  7.427492
N  -2.352678  2.765498  4.167703
O  -3.243741  3.515432  3.729502
O  -1.251187  2.590601  3.575784
H  -3.041205  0.002148  8.681686
H  -0.745346  0.164806  7.466028
H  -0.521921  1.280786  5.464645
H  -4.571803  2.779460  5.944187
H  -4.840300  1.427150  7.988151
C  -1.703665  0.163712  -4.917694
C  -2.919382  -0.458326  -4.349620
O  -3.417616  -1.439583  -4.956857
C  -3.534844  0.136900  -3.059716
H  -1.326692  -0.643198  -5.546102
H  -0.907839  0.275425  -4.181305
H  -1.964459  1.111786  -5.388065
H  -2.941061  -0.202048  -2.210808
H  -4.558245  -0.227915  -2.972231
H  -3.534536  1.226672  -3.037534
C  0.814220  1.287400  0.728261
C  0.221519  0.304099  -0.241774
O  0.280138  0.520679  -1.454192
C  -0.414100  -0.902777  0.362321
H  0.617251  2.295919  0.364700
H  1.849381  0.958970  0.821412
H  0.350751  1.267897  1.714622
H  -0.680434  -0.715393  1.402541
H  0.373563  -1.656218  0.367359
H  -1.261649  -1.309468  -0.189379
C  -5.624105  0.847571  0.157114
C  -4.802071  1.104204  1.368997
O  -5.283370  1.196595  2.479730
C  -3.265300  1.174225  1.127401
H  -6.253725  -0.042187  0.153886
H  -4.893167  0.764709  -0.647230
H  -6.259246  1.727693  0.056732
H  -2.967947  1.918929  0.389080
H  -2.921439  0.213323  0.744607
H  -2.757187  1.294246  2.084224
C  1.679741  -2.782615  5.172548
C  1.464250  -1.744441  4.062902
O  0.875036  -0.667307  4.238347
C  2.159305  -2.007876  2.726013
H  2.619680  -3.324507  5.277209
H  0.880209  -3.523240  5.190716
H  1.642725  -2.355649  6.174754
H  2.891874  -2.814520  2.753888
H  2.676061  -1.074557  2.502476
H  1.527986  -2.103716  1.842633
C  1.074649  5.361708  1.373584
C  2.036832  5.574785  0.225888
O  1.666127  6.352037  -0.655324
C  3.391011  4.894148  0.122861
H  1.444127  5.491523  2.390808
H  0.719487  4.339796  1.240734
H  0.178988  5.982578  1.353164
H  4.130759  5.620369  -0.214021
H  3.293704  4.047108  -0.556205
H  3.804979  4.577769  1.080273
C  -2.343185  -2.647526  4.078640
C  -2.048519  -3.795621  3.129473
O  -0.898359  -3.912248  2.787049
C  -3.176514  -4.753758  2.705772
H  -3.423999  -2.511192  4.041671
H  -1.895544  -1.750116  3.651590
H  -1.812742  -2.800695  5.018456
H  -3.956876  -4.127264  2.273740
H  -3.695324  -5.222229  3.542110
H  -2.921717  -5.596221  2.062787
C  6.624267  1.599661  1.499997
C  5.589255  1.690800  0.413392
O  4.398924  1.532217  0.538207
C  6.136197  2.242070  -0.974102
H  6.434141  0.675973  2.046591
H  6.514668  2.424055  2.204595
H  7.620449  1.573129  1.058376
H  5.943696  1.407595  -1.648411
H  7.146654  2.621440  -0.821957
H  5.464507  3.067079  -1.211376

Atomic forces in eV per Å
C 0.762 -0.771 -0.024
C -1.083 -1.412 -1.262
C 0.477 1.502 2.158
C -1.427 -0.530 0.230
C 0.722 0.026 -0.050
C 0.868 0.919 -0.496
N 1.217 2.090 -1.171
O -0.786 -1.449 0.047
O -0.555 -0.760 0.363
H 0.090 0.125 -0.280
H -0.562 0.332 0.615
H -0.036 0.122 0.018
H 0.217 -0.159 -0.119
H 0.069 0.106 -0.085
C 2.268 0.142 0.163
C -0.423 -0.037 -1.086
C -0.505 -0.338 -0.097
C -0.444 -0.150 0.149
C 0.388 0.003 -0.136
C -2.280 0.152 0.207
N 1.681 -2.812 -1.783
O -0.322 1.954 1.606
O -0.303 1.040 0.918
H -0.387 -0.045 0.316
H 0.212 -0.141 0.322
H 0.018 0.065 -0.173
H -0.129 0.040 -0.212
H 0.036 -0.022 -0.203
C 1.351 0.973 1.499
C -0.402 -0.657 -1.535
C 0.260 -0.829 1.889
C 1.360 1.273 -4.441
C -2.671 0.227 2.593
C 1.098 -0.462 -2.378
N -0.697 -1.523 3.634
O -1.208 0.972 -0.490
O 1.158 -0.326 -0.573
H 0.121 -0.355 0.090
H -0.193 -0.402 0.624
H -0.164 0.446 -0.218
H 0.338 0.283 -0.709
H -0.220 0.340 -0.242
C 0.742 -0.915 0.323
C -1.931 -1.772 -0.506
O 0.870 2.357 1.988
C -0.034 -0.738 -0.955
H 0.069 0.667 -0.879
H -0.205 0.496 0.415
H 0.294 -0.123 -0.252
H 0.082 -0.067 0.042
H 0.082 -0.018 0.120
H 0.160 0.000 -0.212
C -0.577 -0.209 0.242
C -0.544 1.147 -1.353
O -0.242 -0.523 1.343
C 0.058 -0.475 0.164
H 0.747 -0.044 -0.286
H 0.330 0.704 0.039
H -0.018 -0.302 0.096
H -0.053 -0.029 -0.054
H -0.099 -0.278 -0.068
H 0.164 0.141 -0.191
C 0.195 0.299 -0.759
C 1.143 -0.426 1.509
O 0.239 -0.113 -0.806
C -0.763 -0.389 0.792
H 0.086 0.017 0.433
H -0.515 0.127 -0.470
H -0.092 -0.029 -0.394
H -0.123 0.204 0.167
H -0.255 -0.250 -0.284
H 0.013 0.541 -0.116
C -0.389 0.222 1.183
C -0.175 1.592 -0.014
O 1.050 -2.713 -0.103
C 0.233 0.538 0.007
H 0.200 0.005 -1.156
H -0.085 -0.078 -0.455
H -0.479 0.711 -0.128
H -0.196 -0.068 0.071
H 0.319 0.097 0.125
H -0.397 -0.414 0.531
C -0.110 -0.563 0.177
C -1.180 2.212 -0.475
O 0.946 -1.083 0.488
C 0.039 0.327 0.625
H 0.561 -0.415 -0.132
H -0.039 -0.261 0.520
H 0.253 0.179 -0.666
H -0.259 0.007 -0.613
H 0.205 -0.017 0.016
H -0.486 -0.439 0.121
C -0.656 -0.167 -1.410
C 0.414 -0.182 0.778
O 0.405 -0.777 -0.771
C -0.164 0.387 0.305
H 0.012 0.257 1.117
H 0.054 0.047 -0.056
H -0.657 -0.114 0.217
H -0.038 -0.058 -0.399
H 0.255 0.271 0.531
H 0.465 0.503 -0.265
C -0.303 -0.907 0.086
C 0.138 1.856 -1.521
O 0.500 -0.492 0.357
C -1.120 -0.465 2.069
H 0.133 0.010 0.203
H 0.023 0.100 -0.122
H -0.034 0.082 0.269
H 0.687 0.294 -0.381
H 0.028 -0.407 -0.645
H 0.106 -0.031 -0.249

2S+1: 2
Kohn-Sham gap (alpha / beta), Eh: 0.09146 / 0.22041
Total charge: -1